22
Properties=species:S:1:pos:R:3:forces:R:3 method="wB97M-V/def2-TZVPD" multiplicity=1 homo_lumo_gap_ha=0.333 lumo_ha=0.01671 relative_energy_ev=2.008 largest_force_ha_per_bohr=0.112
I 3.199998 0.653863 -0.033116 -0.675 0.028 -0.073
O -2.447510 1.818593 0.212405 1.754 -0.945 0.454
C -1.371226 -0.025719 1.361490 -1.046 3.111 -2.666
C 0.950934 -1.575862 -0.553600 1.554 -0.397 0.246
C -0.482969 -0.932122 1.616230 0.616 -1.189 0.620
C -1.299362 1.007228 0.240868 -0.013 0.067 0.740
C 2.175175 -2.474642 -0.938459 -2.206 0.793 -1.112
C -0.224450 1.186791 -0.537995 2.587 -3.921 2.358
C 1.247602 -0.223773 -0.065005 -2.551 4.609 -2.374
C -2.141777 2.970692 -0.539642 0.062 0.204 -0.148
C 0.821021 -1.143022 0.936154 0.240 -1.771 1.712
H 1.640067 -1.551084 1.586414 -0.944 0.268 -0.543
H -2.233578 0.132566 1.975948 -0.422 -0.258 0.215
H 0.208384 1.845361 -1.242088 -0.058 0.513 -0.372
H 2.032761 -2.721388 -2.047355 1.034 0.995 1.176
H -0.866519 -1.507100 2.442543 1.011 -0.816 0.350
H 0.032430 -1.794058 -1.084626 0.002 0.363 -0.024
H 1.850138 -3.416979 -0.548838 0.941 -0.866 0.955
H -3.086820 3.402090 -0.804415 -0.360 0.401 -0.270
H -1.599370 2.605353 -1.414612 -0.316 0.748 -0.315
H 3.117483 -1.966087 -0.579481 -0.922 -1.355 -0.708
H -1.522404 3.709298 0.017174 -0.287 -0.582 -0.222


21
Properties=species:S:1:pos:R:3:forces:R:3 method="wB97M-V/def2-TZVPD" multiplicity=1 homo_lumo_gap_ha=0.351 lumo_ha=0.03292 relative_energy_ev=3.544 largest_force_ha_per_bohr=0.121
N -0.753965 0.931267 -0.468568 1.305 0.363 0.141
C -2.788475 -0.702005 0.420163 -1.150 1.432 2.640
C 0.244035 0.076427 2.381214 1.085 0.736 1.689
C 0.714770 -0.490787 1.300584 -3.437 0.279 -2.619
C -0.431523 -0.465077 -0.314789 1.714 -0.788 1.785
C 1.561191 1.308295 -1.044740 5.582 -2.682 -0.400
C 1.612096 -0.109074 -1.667529 -1.084 -0.027 -0.149
C 0.229569 1.695304 -0.797723 -3.739 1.075 0.906
C -1.720706 -1.280393 -0.065226 1.417 -0.894 -0.501
C 0.587714 -0.896524 -1.357304 -0.737 -1.067 -0.236
H 2.297830 -0.509258 -2.435552 -0.086 0.969 0.555
H -2.662435 0.318175 0.886186 -0.575 -0.879 -1.209
H -3.700802 -1.253185 0.752920 0.890 0.366 -0.655
H -1.813288 -2.384966 -0.169443 0.772 0.868 -0.501
H 2.045887 1.115404 -0.006473 -0.597 0.696 -1.262
H 1.647786 -0.938813 1.092866 0.827 -0.493 0.052
H -0.716065 0.589924 2.469321 0.120 -0.379 -0.325
H 0.462110 -1.836770 -1.926837 -0.022 0.366 0.730
H 0.897652 0.198672 3.306659 -0.822 -0.385 -1.199
H 2.338886 1.897415 -1.649640 -1.737 0.037 1.097
H -0.052268 2.735967 -0.706087 0.274 0.407 -0.537


22
Properties=species:S:1:pos:R:3:forces:R:3 method="wB97M-V/def2-TZVPD" multiplicity=1 homo_lumo_gap_ha=0.320 lumo_ha=-0.13496 relative_energy_ev=1.625 largest_force_ha_per_bohr=0.077 smiles="C=Cc1ccccc1NC=[NH2+]" charge=+1
N -2.121286 -0.871655 1.180878 0.031 -1.276 -1.473
N -0.873978 -1.725422 -0.638193 1.600 1.645 -1.396
C 0.191186 0.517800 -0.189231 0.991 -2.010 -0.400
C -1.969408 -1.571733 0.065344 1.419 -0.056 0.615
C -0.984429 1.303574 -0.584531 0.518 0.901 0.565
C 2.522281 0.575711 0.514331 -0.023 2.163 0.455
C 1.568089 -1.528082 -0.194605 0.551 -1.037 -1.297
C 1.303385 1.190801 0.302282 -1.539 0.465 0.637
C 2.663073 -0.739805 0.221368 0.925 -2.075 -0.739
C 0.352894 -0.914752 -0.372834 -1.663 1.470 0.415
C -0.875703 2.649243 -0.643345 2.602 -2.820 0.922
H 3.668612 -1.189421 0.242916 -0.674 0.112 0.152
H -1.006344 -2.089336 -1.613241 0.253 0.182 1.453
H -1.892565 0.725980 -0.710845 -0.194 0.715 -0.424
H -1.682815 3.219113 -0.797991 -2.837 2.160 -0.796
H 0.991337 2.212999 0.601410 1.548 -0.793 -0.062
H 3.318314 1.254945 0.864134 -0.138 -0.930 -0.138
H -2.958025 -1.075235 1.729749 0.666 0.615 0.050
H 0.090055 3.148725 -0.395273 -1.239 -0.291 -0.711
H -1.306677 -0.313158 1.428079 -0.521 0.035 0.743
H 1.673770 -2.581054 -0.644219 0.063 1.545 1.382
H -2.671765 -2.199232 -0.366182 -2.338 -0.719 0.047


24
Properties=species:S:1:pos:R:3:forces:R:3 method="wB97M-V/def2-TZVPD" multiplicity=1 homo_lumo_gap_ha=0.303 lumo_ha=-0.16296 relative_energy_ev=2.858 largest_force_ha_per_bohr=0.118 smiles="[NH2+]=C1CC=CCC=C1OCN=C=O" charge=+1
O -4.833369 0.681219 1.044921 -1.271 0.213 0.642
O -1.045757 -1.207808 -0.680620 0.476 -0.150 0.233
N 0.998101 -2.535571 0.263075 0.167 0.140 0.125
N -3.005017 -0.061113 -0.195881 0.366 -0.160 -0.174
C 0.566928 2.138328 -0.045708 0.061 0.189 0.194
C -0.455587 1.163780 -0.524769 3.111 -4.850 1.969
C -3.996830 0.233667 0.396767 0.785 0.069 -0.243
C 1.979898 1.640243 -0.216846 0.093 0.234 -0.034
C -2.347151 -0.881740 -1.130103 -0.440 -0.198 -0.393
C 1.063192 -1.286661 0.515563 -3.066 4.338 -2.248
C 1.997633 -0.462620 1.259585 0.468 0.094 0.355
C -0.171846 -0.225166 -0.268514 -0.960 -0.078 -0.533
C 2.569132 0.562549 0.280339 0.293 -0.133 0.036
H -1.354067 1.446106 -1.028784 -0.320 -0.014 -0.059
H 2.788159 -1.036288 1.744932 -0.003 0.062 0.023
H 1.431136 0.088490 2.017765 -0.082 -0.183 0.067
H -2.296864 -0.370902 -2.103863 0.106 -0.135 0.200
H 0.273749 -2.877609 -0.363982 -0.118 0.088 0.061
H -2.844043 -1.853821 -1.243163 0.121 0.300 -0.061
H 0.445205 3.096990 -0.551077 0.052 -0.081 0.067
H 1.659155 -3.194820 0.665573 -0.071 0.085 -0.038
H 2.594670 2.271204 -0.842106 0.153 -0.024 -0.126
H 0.400020 2.326377 1.024476 -0.059 0.123 -0.048
H 3.583551 0.345158 -0.017572 0.139 0.072 -0.015


23
Properties=species:S:1:pos:R:3:forces:R:3 method="wB97M-V/def2-TZVPD" multiplicity=3 homo_lumo_gap_ha="0.237 / 0.247" lumo_ha="0.03172 / -0.09051" relative_energy_ev=1.982 largest_force_ha_per_bohr=0.131
N 2.378524 1.601625 0.950174 -1.106 0.869 -1.322
N -2.508370 -0.915038 -0.757154 -1.511 0.136 1.279
N 2.733378 0.229576 0.670908 -1.837 0.696 2.168
C -2.016267 0.896192 1.297028 1.704 -3.372 -3.397
C -0.937672 0.144140 0.781665 -1.225 0.588 0.703
C 1.865410 -0.324412 -0.515419 -1.601 -2.036 -1.348
C -0.328872 -1.444511 -1.231929 -5.522 2.812 2.658
C 3.334298 -0.137821 -0.555513 -0.339 -2.107 0.714
C 1.034810 -1.474487 -1.026953 5.591 0.471 1.145
C -3.523124 -0.354674 -0.114853 1.326 0.382 -1.341
C -3.243973 0.729427 0.754204 -2.801 1.074 0.244
C -1.203617 -0.637427 -0.352468 0.544 -2.994 -2.984
H 1.868311 2.058980 0.125699 1.438 -0.706 0.628
H 3.859958 -1.079494 -0.264944 -0.056 0.798 -1.077
H -4.540055 -0.686639 -0.398100 0.665 0.413 0.222
H -4.006721 1.509707 1.007325 0.340 -1.236 -0.054
H 1.540347 -2.290742 -1.505512 0.582 -0.432 0.315
H 1.560585 1.671412 1.592920 1.222 -0.989 0.076
H -0.970183 -2.097098 -1.839505 0.964 0.328 -0.124
H -1.887216 1.497347 2.072177 0.657 2.799 3.195
H -0.012155 0.103133 1.309505 0.627 0.039 -0.006
H 3.696140 0.449995 -1.337194 1.019 1.352 -0.668
H 1.306465 0.550798 -0.662055 -0.681 1.117 -1.027